Molecular formula: C6H5NO2
Method: DFT, wB97M-V/def2-TZVPD

```
14
Properties=species:S:1:pos:R:3:lowdin_spin:R:1
C -1.40836 0.57269 1.17503 0.11
C 0.91167 -1.44984 0.02667 0.07
C 1.68777 -0.14156 0.07557 0.04
C -0.40409 -1.56712 0.00003 0.75
C 1.19213 1.04400 -0.31426 -0.02
C -1.17147 0.78086 -0.21908 0.50
N -1.36872 0.48393 2.30443 0.19
O -0.09548 1.30497 -0.79921 0.12
O -2.28436 0.84891 -0.94952 0.15
H 1.47924 -2.48699 0.16229 0.04
H 2.64499 -0.18232 0.44943 0.00
H -0.92446 -2.55196 -0.00723 0.06
H 1.88189 1.92227 -0.25151 0.00
H -2.14076 1.42215 -1.65264 0.01
```

The value obtained for the LUMO energy (alpha / beta) is 0.613 / -1.281 eV. The calculation puts the HOMO energy (alpha / beta) at -6.79 / -9.34 eV. The value obtained for the orbital gap (alpha / beta) is 7.40 / 8.06 eV. The value obtained for the relative energy (zero: lowest compared OMol25 entry of this formula, charge and spin) is 2.681 eV. Its multiplicity is 3.

---

Molecular formula: C3H7NOS2
Method: DFT, wB97M-V/def2-TZVPD

```
14
Properties=species:S:1:pos:R:3:lowdin_spin:R:1
C 0.48074 0.41989 -0.21622 0.05
C -1.98589 0.83842 0.45788 0.00
C -1.05793 -0.21861 -0.17220 0.02
N 1.48805 -0.49417 -0.00839 0.40
O 0.73661 1.53359 -0.46131 0.04
S 1.48093 -2.15761 0.32015 0.10
S 3.08189 0.07875 -0.58860 1.29
H -3.00822 0.62671 0.20915 0.00
H -1.56081 1.84442 0.40820 0.00
H -2.08932 0.47117 1.50335 0.00
H -1.49402 -0.58060 -1.15510 0.00
H -0.92323 -1.01386 0.58455 0.00
H 1.65514 -2.66523 -0.87411 0.02
H 3.19606 1.31712 -0.00736 0.07
```

The value obtained for the LUMO energy (alpha / beta) is 0.605 / -2.676 eV. The calculation puts the HOMO energy (alpha / beta) at -5.52 / -9.45 eV. The value obtained for the orbital gap (alpha / beta) is 6.12 / 6.77 eV. The value obtained for the relative energy (zero: lowest compared OMol25 entry of this formula, charge and spin) is 1.135 eV. Its multiplicity is 3.

---

Molecular formula: C4H10N2O3
Method: DFT, wB97M-V/def2-TZVPD

```
19
Properties=species:S:1:pos:R:3:lowdin_charge:R:1
C -1.11198 0.07083 1.71649 -0.07
N 0.08694 -0.42511 1.04885 -0.04
C 0.02203 -1.53715 0.03556 -0.62
O 0.67695 -2.55690 0.19938 0.04
O -1.23654 -1.54906 -0.50279 0.08
H -1.53544 -0.71170 2.34612 0.09
H -0.83915 0.92959 2.33159 0.09
H -1.82737 0.39765 0.96503 0.08
H 0.83805 -0.64701 1.69561 0.14
H -1.28224 -2.38085 -0.99988 0.13
C 0.18293 1.96180 -0.62933 -0.05
C 0.93576 0.88368 -0.22322 -0.20
N 1.04852 -0.29062 -1.16038 -0.09
O 0.60151 -0.04101 -2.44563 -0.04
H -0.85981 1.83659 -0.89632 0.05
H 0.45624 2.94451 -0.27002 0.04
H 1.88912 1.09590 0.25250 0.12
H 1.98005 -0.70885 -1.19220 0.15
H -0.02556 0.72770 -2.27135 0.09
```

The value obtained for the LUMO energy is 0.713 eV. The calculation puts the HOMO energy at -8.02 eV. Its SMILES is CNC(=O)O.C=CNO. The value obtained for the orbital gap is 8.73 eV. The value obtained for the relative energy (zero: lowest compared OMol25 entry of this formula, charge and spin) is 5.297 eV.

---

Molecular formula: C5H3NO
Method: DFT, wB97M-V/def2-TZVPD

```
10
Properties=species:S:1:pos:R:3:lowdin_charge:R:1
N 3.00731 -0.57818 -0.64758 0.15
C 1.92248 -0.29361 -0.38089 -0.17
C 0.57658 0.01560 -0.04307 -0.22
C -0.47672 -0.90641 0.09748 -0.04
C -1.61504 -0.22569 0.41410 -0.10
O -1.27771 1.13510 0.48928 0.01
C 0.02950 1.23380 0.26137 -0.04
H -0.46255 -1.97386 -0.07650 0.13
H -2.12389 -0.60663 -0.46186 0.13
H 0.47180 2.21468 0.35060 0.15
```

The value obtained for the LUMO energy is 0.273 eV. The calculation puts the HOMO energy at -9.70 eV. Its SMILES is N#Cc1ccoc1. The value obtained for the orbital gap is 9.97 eV. The value obtained for the relative energy (zero: lowest compared OMol25 entry of this formula, charge and spin) is 1.691 eV.

---

Molecular formula: C11H20N2O3PS
Method: DFT, wB97M-V/def2-TZVPD

```
38
Properties=species:S:1:pos:R:3:lowdin_charge:R:1
C 0.68123 -2.17153 -1.41533 0.06
C 1.52470 -1.16053 -1.00434 -0.18
C 1.37453 -0.39767 0.27814 -0.12
C 1.86414 1.02589 0.13243 -0.14
C 2.15692 1.81513 1.25045 0.07
N 2.58401 3.05240 1.05527 0.07
N 2.81323 3.66813 -0.07651 0.14
C 2.54891 2.97128 -1.16502 -0.28
P 2.83823 3.79080 -2.80224 0.12
O 4.41026 3.99712 -2.86785 -0.15
O 2.54651 2.66677 -3.90157 -0.18
S 1.83620 5.38890 -2.94601 0.39
C 2.06091 1.65395 -1.07826 0.05
H -0.32129 -1.93719 -1.75923 0.07
H 1.06485 -3.18736 -1.42930 0.07
H 2.38193 -0.91327 -1.63568 0.10
H 2.04184 -0.89522 0.98682 0.14
H 0.35370 -0.44092 0.67173 0.13
H 2.04503 1.45382 2.26179 0.16
H 2.76326 3.61319 1.88323 0.19
H 4.89823 3.29642 -2.41233 0.09
H 1.62278 2.38642 -3.82953 0.08
H 1.84403 1.12597 -1.99660 0.11
C -3.80113 -0.85207 2.75592 -0.07
C -3.03031 -0.76209 1.45101 -0.29
O -1.99467 -1.72479 1.32656 -0.19
C -2.40406 -3.08509 1.35490 -0.28
C -3.35278 -3.46303 0.23154 -0.07
H -3.11931 -0.81946 3.60685 0.08
H -4.50370 -0.02273 2.83594 0.08
H -4.37198 -1.77831 2.82573 0.07
H -2.53684 0.21049 1.39244 0.11
H -3.71009 -0.81942 0.59449 0.11
H -2.83740 -3.33186 2.32902 0.11
H -1.48744 -3.66877 1.26380 0.12
H -4.31539 -2.95881 0.32507 0.07
H -3.53963 -4.53646 0.24317 0.08
H -2.92940 -3.19012 -0.73649 0.08
```

The value obtained for the LUMO energy is -5.106 eV. The calculation puts the HOMO energy at -11.38 eV. The value obtained for the orbital gap is 6.27 eV. Its net charge is +1. The value obtained for the relative energy (zero: lowest compared OMol25 entry of this formula, charge and spin) is 1.989 eV.

---

Molecular formula: C6H5N3
Method: DFT, wB97M-V/def2-TZVPD

```
14
Properties=species:S:1:pos:R:3:lowdin_spin:R:1
C -1.88214 -1.17301 -1.94222 0.37
C -1.84836 -1.59124 -0.79570 0.08
C -1.17549 -2.79124 1.31557 0.09
C -1.72999 -2.54785 0.16968 0.47
C 0.36374 2.08407 0.36622 0.09
C 0.69779 0.91136 -0.06516 0.03
N -0.61179 -1.58279 2.01866 0.16
N -0.05452 -0.69601 1.49237 0.34
N 0.31111 -0.26240 0.42107 0.32
H -1.93221 -0.20308 -2.48829 0.03
H -1.33415 -3.66603 1.91613 0.01
H 0.79717 2.94177 -0.07918 0.01
H -0.24556 2.08651 1.31419 0.01
H 1.39462 0.70766 -0.90938 0.00
```

The value obtained for the LUMO energy (alpha / beta) is -0.006 / -1.729 eV. The calculation puts the HOMO energy (alpha / beta) at -7.65 / -8.58 eV. The value obtained for the orbital gap (alpha / beta) is 7.64 / 6.85 eV. The value obtained for the relative energy (zero: lowest compared OMol25 entry of this formula, charge and spin) is 0.322 eV. Its multiplicity is 3.

---

Molecular formula: C34H38F13N4O28
Method: DFT, wB97M-V/def2-TZVPD

```
117
Properties=species:S:1:pos:R:3:lowdin_charge:R:1
F 3.76468 -2.61468 -5.58589 -0.12
C 3.35472 -1.17626 -5.66601 -0.07
C 2.87619 -0.63703 -4.15798 -0.05
N 1.77515 0.41431 -4.23558 -0.10
N 1.21063 0.97110 -3.06605 0.13
N 0.17507 1.91403 -3.25219 0.17
C 0.12297 1.91245 -4.76431 -0.06
C -0.78627 2.73942 -5.84820 -0.09
C -2.39558 2.76217 -5.53896 -0.19
O -2.92676 1.55466 -4.88872 -0.18
C -2.73462 0.34662 -5.72175 -0.07
C -3.94950 -0.76053 -5.59653 -0.19
F -3.28767 -2.10173 -5.38813 -0.01
F -4.71121 -0.46133 -4.36209 0.04
F -4.85046 -0.78210 -6.78010 0.03
N 1.14059 0.95253 -5.34753 0.14
H 2.47284 -1.11405 -6.43481 0.12
H 4.28262 -0.51338 -6.01447 0.15
H 3.85295 -0.18905 -3.66330 0.16
H 2.51952 -1.55306 -3.52050 0.15
H -0.58826 2.27474 -6.90802 0.12
H -0.42373 3.87567 -5.84296 0.15
H -2.93895 3.03513 -6.56474 0.16
H -2.63785 3.67904 -4.81989 0.16
H -1.76477 -0.19185 -5.27853 0.14
H -2.46674 0.62300 -6.85199 0.16
H 1.31428 0.73775 -6.36572 0.19
C 2.31002 -0.74886 2.00516 -0.05
C 1.33112 -0.12455 1.07044 -0.32
O 2.05358 -0.00883 -0.13436 0.12
C 2.95181 -1.03315 -0.10890 -0.50
O 3.56450 -1.43059 -1.08589 0.11
O 3.07705 -1.56674 1.14452 0.07
F 0.99272 1.11693 1.48500 0.09
H 2.96440 -0.01412 2.48614 0.16
H 1.82223 -1.34516 2.78097 0.15
H 0.42793 -0.72080 0.90234 0.16
C 3.80740 -4.94280 -0.09274 -0.08
C 5.11106 -5.08349 0.61605 -0.33
O 4.78296 -5.83330 1.76366 0.15
C 3.71782 -6.59872 1.39449 -0.50
O 3.32377 -7.56979 2.01868 0.14
O 3.14885 -6.15003 0.23414 0.06
F 5.57638 -3.87805 1.01361 0.09
H 3.21593 -4.09643 0.27224 0.13
H 3.93072 -4.84398 -1.17460 0.12
H 5.88048 -5.60901 0.04044 0.15
C 8.52692 -9.16635 0.06669 -0.07
C 8.42919 -8.82280 1.51380 -0.33
O 8.72641 -7.44531 1.54627 0.15
C 8.31615 -6.96554 0.33871 -0.50
O 8.15334 -5.78214 0.09192 0.13
O 8.10156 -7.97346 -0.56103 0.07
F 9.37006 -9.47846 2.22972 0.09
H 9.55112 -9.39571 -0.24605 0.15
H 7.88068 -10.00495 -0.20627 0.15
H 7.43992 -8.99641 1.95052 0.18
C 0.12692 4.45471 1.48248 -0.08
C 0.02919 4.79825 2.92958 -0.33
O 0.32641 6.17574 2.96206 0.15
C -0.08385 6.65551 1.75450 -0.50
O -0.24666 7.83892 1.50771 0.14
O -0.29844 5.64760 0.85476 0.05
F 0.97006 4.14259 3.64551 0.08
H 1.15112 4.22534 1.16974 0.14
H -0.51932 3.61610 1.20952 0.14
H -0.96008 4.62464 3.36630 0.13
C -5.26740 6.02522 1.05995 -0.07
C -3.94147 6.01739 0.37909 -0.32
O -3.20677 5.05404 1.09955 0.13
C -4.13691 4.17319 1.56390 -0.51
O -3.87306 3.06289 1.99456 0.14
O -5.40375 4.68282 1.48105 0.07
F -3.32339 7.21223 0.51326 0.09
H -5.29066 6.68403 1.93449 0.15
H -6.07968 6.30891 0.38534 0.15
H -3.98154 5.73479 -0.67829 0.18
C -5.06439 4.99333 6.64390 -0.08
C -5.57895 5.33443 5.28722 -0.31
O -4.40759 5.58075 4.54283 0.14
C -3.44994 4.80274 5.12101 -0.46
O -2.38102 4.53219 4.59942 0.13
O -3.83658 4.35554 6.35471 0.10
F -6.30947 6.47150 5.32034 0.08
H -4.87701 5.87858 7.26084 0.15
H -5.73599 4.32300 7.18704 0.13
H -6.15591 4.53411 4.81170 0.19
C -7.52714 7.71041 9.97121 -0.07
C -7.32096 8.15036 8.56209 -0.32
O -6.87557 6.98080 7.91353 0.10
C -7.44529 5.95360 8.60414 -0.48
O -7.52148 4.80906 8.18928 0.14
O -7.92849 6.36397 9.81641 0.09
F -6.34162 9.07916 8.48526 0.09
H -6.60830 7.74912 10.56586 0.15
H -8.29925 8.29359 10.48026 0.15
H -8.22660 8.52170 8.07073 0.18
C 3.04467 -5.33794 -5.42863 -0.09
C 3.74794 -6.23345 -4.46677 -0.32
O 3.14418 -7.48863 -4.68328 0.15
C 2.75488 -7.47428 -5.98900 -0.50
O 2.44540 -8.47004 -6.62189 0.16
O 2.76085 -6.20775 -6.50604 0.08
F 3.50385 -5.85781 -3.19124 0.07
H 2.10693 -4.93872 -5.02780 0.15
H 3.67102 -4.50277 -5.75355 0.11
H 4.82776 -6.31076 -4.63272 0.18
C -0.62187 -4.75479 -1.30499 -0.06
C -0.71959 -4.41125 0.14212 -0.32
O -0.42238 -3.03375 0.17459 0.13
C -0.83264 -2.55399 -1.03297 -0.50
O -0.99545 -1.37058 -1.27976 0.13
O -1.04723 -3.56190 -1.93271 0.08
F 0.22128 -5.06691 0.85804 0.09
H 0.40233 -4.98416 -1.61773 0.15
H -1.26811 -5.59340 -1.57795 0.15
H -1.70886 -4.58486 0.57884 0.18
```

The value obtained for the LUMO energy is -4.953 eV. The calculation puts the HOMO energy at -12.08 eV. The value obtained for the orbital gap is 7.13 eV. Its net charge is +1.

---

Molecular formula: C4H8O2
Method: DFT, wB97M-V/def2-TZVPD

```
14
Properties=species:S:1:pos:R:3:lowdin_charge:R:1
C 1.78605 -0.16182 0.59713 -0.08
C 0.47446 0.63130 0.65126 -0.17
C -0.61744 -0.14475 -0.00024 -0.35
O -1.08363 -1.21782 0.55306 0.11
C -1.30517 0.12219 -1.25011 -0.38
O -2.11149 -0.80702 -1.60912 -0.12
H 1.68567 -1.10888 1.13393 0.08
H 2.59218 0.41458 1.05924 0.08
H 2.07174 -0.38100 -0.43659 0.08
H 0.58087 1.59214 0.13432 0.12
H 0.20531 0.83705 1.69267 0.13
H -1.71893 0.91686 -0.35376 0.21
H -0.84698 0.83733 -1.95140 0.14
H -1.71264 -1.53017 -0.22040 0.13
```

The value obtained for the LUMO energy is 0.559 eV. The calculation puts the HOMO energy at -9.08 eV. The value obtained for the orbital gap is 9.63 eV. The value obtained for the relative energy (zero: lowest compared OMol25 entry of this formula, charge and spin) is 2.709 eV.